[1]
79
Properties=species:S:1:pos:R:3:lowdin_charge:R:1 method="wB97M-V/def2-TZVPD" total_charge=-1 e_tot_ha=-2292.51238 molar_mass_g_mol=525.48
P -25.675 25.315 8.196 0.339
F -24.090 25.699 8.005 -0.147
F -25.375 25.209 9.807 -0.159
F -26.158 26.864 8.438 -0.157
F -27.223 24.914 8.591 -0.180
F -26.063 25.438 6.593 -0.150
F -25.355 23.712 8.006 -0.149
C -29.498 22.341 9.563 -0.138
O -29.559 23.085 8.331 -0.129
H -28.478 21.991 9.722 0.063
H -29.920 22.875 10.415 0.064
H -30.086 21.438 9.402 0.076
H -29.026 23.883 8.330 0.032
C -27.269 30.205 9.389 -0.141
O -27.254 30.499 7.983 -0.125
H -27.175 31.128 9.961 0.074
H -28.209 29.743 9.691 0.081
H -26.462 29.498 9.584 0.061
H -26.322 30.666 7.826 0.073
C -25.573 22.142 11.030 -0.182
O -26.591 22.276 11.967 -0.120
H -24.971 23.027 10.823 0.064
H -24.860 21.366 11.311 0.080
H -26.036 21.865 10.083 0.054
H -27.165 22.953 11.603 0.014
C -24.423 27.880 11.894 -0.082
C -23.589 27.987 10.625 -0.326
O -23.007 26.708 10.482 -0.090
H -25.055 28.761 12.008 0.061
H -23.690 27.793 12.696 0.074
H -25.033 26.979 11.832 0.065
H -22.742 28.670 10.691 0.112
H -24.240 28.197 9.777 0.084
H -23.660 26.132 10.077 0.029
C -21.822 28.652 5.663 -0.098
C -22.468 28.190 6.940 -0.339
O -21.934 26.901 7.099 -0.080
H -22.301 29.522 5.216 0.059
H -21.986 27.939 4.854 0.078
H -20.783 28.941 5.823 0.073
H -23.556 28.217 6.885 0.104
H -22.276 28.781 7.835 0.100
H -22.640 26.252 7.138 0.039
C -29.872 25.591 12.065 -0.099
C -28.400 25.563 11.945 -0.281
O -28.086 24.428 11.131 -0.122
H -30.346 25.539 11.085 0.080
H -30.194 26.495 12.583 0.073
H -30.305 24.724 12.563 0.078
H -27.931 25.269 12.884 0.120
H -27.990 26.511 11.596 0.117
H -27.730 24.730 10.292 0.041
C -26.880 19.490 6.295 -0.086
C -26.299 19.869 7.680 -0.298
O -24.960 19.365 7.822 -0.086
H -26.423 20.076 5.498 0.061
H -27.915 19.810 6.175 0.066
H -26.889 18.426 6.056 0.068
H -26.841 19.369 8.483 0.107
H -26.456 20.935 7.845 0.088
H -24.415 19.702 7.107 0.071
C -29.465 24.717 4.470 -0.073
C -28.746 26.022 4.036 -0.336
O -29.585 27.045 4.429 -0.093
H -30.474 24.643 4.064 0.068
H -29.511 24.705 5.559 0.061
H -28.887 23.835 4.192 0.053
H -28.622 26.088 2.955 0.105
H -27.766 26.092 4.507 0.093
H -29.302 27.269 5.319 0.023
O -26.214 23.556 4.497 -0.048
H -25.402 23.087 4.689 0.014
H -26.325 24.156 5.234 -0.012
O -22.807 23.486 6.597 -0.039
H -23.157 23.138 5.777 0.020
H -23.581 23.739 7.100 -0.021
O -28.663 27.629 7.011 -0.026
H -28.268 26.972 7.585 0.018
H -28.147 28.421 7.162 0.029



[2]
86
Properties=species:S:1:pos:R:3:lowdin_charge:R:1 method="wB97M-V/def2-TZVPD" total_charge=0 e_tot_ha=-2199.34634 molar_mass_g_mol=584.58
C 0.670 0.790 0.572 -0.110
C 0.649 -0.740 0.300 -0.214
O 1.559 -0.908 -0.751 -0.086
O -0.128 1.367 -0.479 -0.144
H 1.695 1.146 0.671 0.100
H 0.112 1.096 1.456 0.097
H -0.359 -1.035 0.008 0.098
H 1.071 -1.267 1.156 0.083
H 1.643 -1.844 -0.950 -0.273
H 0.281 1.144 -1.319 -0.073
C 3.041 -0.301 1.668 -0.256
C 4.334 -1.102 1.587 -0.209
O 5.201 -0.468 0.659 -0.054
O 3.232 0.981 2.334 -0.036
H 2.307 -0.913 2.191 0.108
H 2.555 -0.233 0.695 0.038
H 4.225 -2.165 1.370 0.116
H 4.798 -1.143 2.573 0.114
H 5.212 0.489 0.739 0.051
H 3.938 1.529 1.984 0.079
C -2.156 -0.076 3.428 -0.200
C -3.323 0.601 4.185 -0.127
O -2.756 1.260 5.400 -0.090
O -1.546 0.723 2.456 -0.155
H -2.552 -0.872 2.796 0.118
H -1.390 -0.471 4.096 0.131
H -4.073 -0.122 4.505 0.116
H -3.736 1.461 3.658 0.127
H -2.722 2.187 5.152 0.072
H -0.758 1.149 2.801 0.135
C 0.418 -3.174 -1.793 -0.094
C -0.972 -3.278 -1.278 -0.251
O -1.148 -4.307 -0.335 -0.072
O 1.213 -2.666 -0.718 0.065
H 0.429 -2.389 -2.549 0.108
H 0.846 -4.038 -2.301 0.141
H -1.675 -3.678 -2.009 0.132
H -1.403 -2.335 -0.945 0.092
H -0.974 -3.889 0.511 -0.017
H 1.541 -3.359 -0.139 0.177
C -2.231 3.063 -2.478 -0.705
O -1.788 4.119 -2.881 0.027
N -3.492 2.822 -2.417 0.166
N -1.565 1.952 -2.160 0.133
H -4.086 3.640 -2.422 0.116
H -3.746 1.960 -1.956 0.028
H -2.171 1.154 -2.037 -0.159
H -0.608 1.786 -2.438 -0.075
C -0.929 -2.581 2.120 -0.708
O -1.392 -2.587 0.988 -0.024
N -0.448 -1.528 2.715 0.129
N -0.792 -3.648 2.805 0.223
H 0.119 -1.717 3.530 0.145
H -0.646 -0.583 2.417 0.052
H -1.269 -4.490 2.517 0.143
H -0.477 -3.601 3.764 0.132
C -3.152 -0.073 -0.964 -0.612
O -3.177 0.730 -1.866 0.064
N -2.400 0.112 0.076 0.237
N -3.998 -1.051 -0.750 0.219
H -2.364 -0.600 0.792 0.094
H -1.734 0.871 0.078 0.061
H -4.101 -1.477 0.160 0.128
H -4.587 -1.226 -1.552 0.132
C 4.086 2.280 -1.143 -0.729
O 4.936 2.628 -0.341 0.028
N 3.769 2.983 -2.215 0.164
N 3.277 1.268 -1.007 0.191
H 3.037 2.619 -2.808 0.075
H 4.391 3.735 -2.475 0.125
H 2.832 0.873 -1.823 0.086
H 3.252 0.715 -0.162 0.049
C 0.357 0.629 -2.978 -0.584
O 0.527 1.607 -2.359 0.068
N 1.323 0.125 -3.651 0.275
N -0.758 -0.086 -2.852 0.263
H 2.179 0.661 -3.656 0.139
H 1.135 -0.710 -4.187 0.139
H -1.094 -0.673 -3.601 0.154
H -1.489 0.289 -2.263 0.065
O -1.351 2.189 1.011 -0.093
H -1.235 1.246 1.126 -0.054
H -0.740 2.423 0.312 0.031
O 1.286 3.293 -2.300 -0.018
H 1.015 2.451 -2.667 -0.226
H 1.001 3.259 -1.387 0.066



[3]
80
Properties=species:S:1:pos:R:3:lowdin_charge:R:1 method="wB97M-V/def2-TZVPD" total_charge=0 smiles="NC(N)=O.NC(N)=O.NC(N)=O.NC(N)=O.CCO.CCO.CO.CO.CO.CO.CO" e_tot_ha=-1789.66801 molar_mass_g_mol=492.57
C 1.709 -0.957 3.085 -0.047
C 0.772 0.022 3.790 -0.309
O 1.545 0.762 4.734 -0.112
H 2.391 -1.469 3.798 0.100
H 2.287 -0.593 2.278 0.024
H 0.968 -1.737 2.741 0.095
H 0.097 -0.545 4.392 0.076
H 0.246 0.760 3.113 0.114
H 0.990 1.256 5.347 0.105
C 3.738 -0.681 -1.552 -0.078
C 2.964 -0.872 -0.264 -0.330
O 2.224 -2.103 -0.242 -0.107
H 3.112 -0.064 -2.220 0.044
H 4.112 -1.655 -2.041 0.112
H 4.632 -0.060 -1.300 0.075
H 2.175 -0.145 -0.037 0.071
H 3.705 -0.931 0.572 0.108
H 1.310 -1.843 -0.136 -0.002
C -3.197 1.001 -2.520 -0.618
O -2.530 0.098 -3.277 -0.096
N -4.193 0.685 -1.754 0.167
N -3.097 2.326 -2.724 0.160
H -4.301 -0.332 -1.487 0.088
H -4.450 1.333 -0.972 0.134
H -2.407 2.610 -3.399 0.111
H -3.688 3.060 -2.367 0.115
C 2.985 2.223 1.727 -0.562
O 1.638 2.201 1.258 -0.174
N 3.189 2.032 2.983 0.177
N 3.980 2.599 0.965 0.179
H 2.466 1.552 3.540 0.058
H 4.192 1.950 3.354 0.167
H 3.794 3.007 0.046 0.036
H 4.965 2.604 1.238 0.134
C -2.799 -0.386 2.147 -0.583
O -3.542 0.664 1.608 -0.112
N -2.242 -0.381 3.326 0.176
N -2.608 -1.507 1.510 0.160
H -2.382 0.483 3.814 0.124
H -1.861 -1.133 3.864 0.110
H -3.158 -1.555 0.654 0.090
H -2.202 -2.330 1.941 0.145
C 2.946 2.980 -1.979 -0.556
O 3.410 2.677 -3.312 -0.179
N 1.964 2.258 -1.501 0.152
N 3.367 4.033 -1.256 0.111
H 1.615 1.542 -2.177 0.126
H 1.803 2.098 -0.461 0.057
H 4.092 4.588 -1.762 0.151
H 2.882 4.489 -0.509 0.118
C -1.598 3.213 0.319 -0.141
O -2.216 4.505 0.577 -0.141
H -2.359 2.530 0.606 0.031
H -0.746 3.192 1.076 0.084
H -1.123 3.122 -0.668 0.074
H -2.086 4.695 1.489 0.044
C -3.438 -2.684 -1.498 -0.119
O -4.403 -1.956 -0.733 -0.151
H -3.720 -2.609 -2.541 0.096
H -3.534 -3.711 -1.243 0.070
H -2.383 -2.329 -1.394 0.079
H -5.222 -2.332 -1.038 0.098
C -0.493 -4.639 -0.761 -0.143
O -0.761 -5.994 -0.426 -0.089
H -0.806 -4.042 -0.002 0.021
H -1.076 -4.307 -1.661 0.091
H 0.556 -4.459 -0.934 0.086
H -1.694 -6.048 -0.469 0.042
C -0.530 0.067 -0.072 -0.135
O -0.400 -1.315 -0.057 -0.153
H -1.444 0.446 -0.512 0.071
H 0.319 0.457 -0.624 0.060
H -0.431 0.413 0.978 0.081
H -1.131 -1.560 0.534 0.020
C 0.542 -1.948 -3.242 -0.131
O -0.846 -2.180 -3.593 -0.138
H 1.052 -1.040 -3.525 0.064
H 1.151 -2.770 -3.600 0.081
H 0.618 -1.917 -2.146 0.040
H -1.407 -1.415 -3.416 0.003